66
Properties=species:S:1:pos:R:3:mulliken_spin:R:1 method="wB97M-V/def2-TZVPD" total_charge=+1 homo_energy_ev="-10.48 / -11.17" gap_ev="6.6 / 7.3" molar_mass_da=402.62 multiplicity=2 s_squared=0.75 lumo_ev="-3.9 / -3.9"
C 4.824 1.019 1.592 0.000
C 3.605 0.036 1.969 0.000
F 3.232 0.416 3.295 0.000
C 4.174 -1.456 1.934 0.000
N 5.183 -1.440 3.034 0.000
C 6.298 -1.949 2.693 0.000
S 7.640 -2.704 2.127 0.000
N 4.595 -1.860 0.547 0.000
C 4.424 -3.346 0.314 0.000
C 3.018 -3.672 1.065 0.000
C 3.231 -2.689 2.340 0.000
C 2.026 -2.479 3.359 0.000
C 0.807 -1.611 2.821 0.000
C 0.086 -2.178 1.509 0.000
C 0.494 -1.195 0.296 0.000
N -0.127 -1.601 -0.999 0.000
H 4.463 2.017 1.206 0.000
H 5.511 0.580 0.804 0.000
H 5.467 1.183 2.522 0.000
H 2.765 0.212 1.225 0.000
H 3.807 -1.499 -0.036 0.000
H 5.446 -1.454 0.132 0.000
H 5.178 -4.036 0.798 0.000
H 4.286 -3.687 -0.756 0.000
H 2.244 -3.344 0.301 0.000
H 2.968 -4.780 1.262 0.000
H 3.951 -3.327 2.965 0.000
H 2.440 -1.980 4.302 0.000
H 1.679 -3.517 3.684 0.000
H 1.038 -0.520 2.642 0.000
H 0.015 -1.628 3.649 0.000
H 0.315 -3.260 1.275 0.000
H -1.031 -2.086 1.656 0.000
H 0.199 -0.116 0.529 0.000
H 1.633 -1.306 0.177 0.000
H 0.114 -0.856 -1.679 0.000
H 0.442 -2.402 -1.325 0.000
C -5.194 3.058 -3.046 0.009
C -3.811 2.350 -3.128 0.027
C -3.979 0.821 -2.996 0.026
C -4.289 0.356 -1.580 -0.023
C -3.261 0.909 -0.598 0.024
C -3.108 2.438 -0.685 0.023
N -2.901 2.914 -2.084 0.326
O -1.637 2.615 -2.436 0.592
C -4.364 3.098 -0.068 0.018
C -1.964 2.881 0.256 -0.011
C -3.320 2.642 -4.568 -0.006
H -5.518 3.440 -4.017 0.001
H -5.982 2.389 -2.693 0.000
H -5.174 3.934 -2.397 -0.008
H -3.062 0.320 -3.329 0.003
H -4.771 0.475 -3.669 0.001
H -5.299 0.659 -1.287 0.000
H -4.277 -0.737 -1.543 0.002
H -3.544 0.613 0.419 0.000
H -2.296 0.421 -0.790 0.001
H -4.331 4.184 -0.189 -0.008
H -4.423 2.893 1.003 0.000
H -5.300 2.734 -0.493 0.001
H -1.016 2.387 0.023 0.003
H -2.194 2.625 1.293 0.000
H -1.804 3.963 0.204 -0.001
H -3.161 3.712 -4.722 -0.001
H -4.065 2.307 -5.297 0.000
H -2.396 2.115 -4.813 0.000